1.
{"formula": "C3H3NO3", "method": "the ωB97M-V functional and the def2-TZVPD basis", "gap_ev": 10.18, "spin_multiplicity": 1, "total_charge": 0, "e_lumo_ev": 0.78, "energy_ev": -10788.7556, "elements": ["N", "C", "O", "C", "O", "C", "O", "H", "H", "H"], "xyz": [[-1.1352, -0.6857, 1.0734], [-0.3493, -0.1449, 0.2275], [-0.8291, 0.5133, -0.8474], [0.1444, 1.0224, -1.6851], [-0.1460, 1.5957, -2.6844], [1.1383, -0.7529, 1.2728], [2.2707, -0.5809, 1.0752], [-2.1467, -0.6664, 1.0163], [1.1608, 0.8275, -1.3098], [-0.1332, -1.1020, 1.7767]]}

2.
{"formula": "C4H12", "method": "the ωB97M-V functional and the def2-TZVPD basis", "gap_ev": [2.82, 12.41], "spin_multiplicity": 2, "total_charge": -1, "e_lumo_ev": [4.37, 4.43], "s2": 0.750, "energy_ev": -4340.8831, "elements": ["C", "C", "H", "H", "H", "H", "H", "H", "C", "C", "H", "H", "H", "H", "H", "H"], "xyz": [[-2.5786, -0.0686, 0.6873], [-1.7535, 1.2133, 0.7557], [-2.1820, -0.7205, -0.0884], [-2.5455, -0.6070, 1.6294], [-3.6208, 0.2339, 0.5418], [-2.1438, 1.8513, 1.5624], [-0.7020, 1.0865, 1.0096], [-1.8691, 1.7612, -0.1891], [2.5765, -0.9925, -0.2075], [1.7799, -0.1803, -1.2317], [3.1583, -1.7988, -0.6706], [3.2672, -0.3407, 0.3307], [1.8843, -1.5117, 0.4613], [1.3648, -0.7972, -2.0406], [2.4041, 0.5322, -1.7898], [0.9602, 0.3388, -0.7604]]}

3.
{"formula": "C13H26CeCl2O3Si", "method": "the ωB97M-V functional and the def2-TZVPD basis", "gap_ev": [4.03, 4.03], "spin_multiplicity": 1, "total_charge": -2, "e_lumo_ev": [4.31, 4.31], "energy_ev": -65900.8798, "elements": ["C", "C", "C", "C", "C", "C", "C", "C", "C", "C", "Ce", "Cl", "Cl", "O", "H", "H", "H", "H", "H", "H", "H", "H", "H", "H", "H", "H", "H", "H", "H", "H", "O", "H", "C", "Si", "C", "C", "O", "H", "H", "H", "H", "H", "H", "H", "H", "H"], "xyz": [[0.2714, -1.2428, -2.9027], [1.1391, -0.1123, -3.0543], [0.3312, 1.0489, -3.1236], [2.6180, -0.1411, -3.1196], [-1.0340, 0.6535, -3.0495], [-1.0622, -0.7629, -2.8825], [-2.2689, -1.5803, -2.6733], [0.7107, -2.6363, -2.7506], [0.8194, 2.4457, -3.2386], [-2.1872, 1.5693, -3.0870], [0.6207, 0.6318, 0.9578], [2.4795, 1.9805, 0.2205], [1.8602, -1.6228, 0.6124], [-0.9797, 1.6269, 0.0495], [2.9814, -1.1601, -3.0085], [3.0593, 0.4754, -2.3130], [2.9822, 0.2526, -4.0692], [1.6864, 2.6185, -2.5842], [0.0243, 3.1383, -2.9384], [1.1144, 2.6869, -4.2573], [-2.0346, 2.3975, -2.3822], [-3.1031, 1.0387, -2.8129], [-2.3300, 1.9974, -4.0889], [-3.0747, -0.9622, -2.2389], [-2.0627, -2.3885, -1.9527], [-2.6436, -2.0210, -3.6069], [1.5265, -2.7121, -2.0123], [1.0608, -3.0693, -3.6971], [-0.1272, -3.2502, -2.3836], [-1.9454, 1.6854, 0.1019], [-1.9923, -2.1165, 1.0849], [-0.9277, -2.3965, 0.8745], [-1.3857, 0.9375, 5.3327], [0.2277, 0.3095, 4.6092], [1.6950, 0.9133, 5.6072], [0.1775, -1.5699, 4.4821], [0.4218, 0.8657, 3.0425], [-1.4055, 0.7921, 6.4247], [-2.2443, 0.3988, 4.9088], [-1.5330, 2.0084, 5.1340], [1.6341, 0.6016, 6.6577], [2.6334, 0.5206, 5.1900], [1.7599, 2.0117, 5.5823], [-0.7025, -1.8909, 3.9153], [1.0600, -1.9511, 3.9530], [0.1495, -2.0200, 5.4867]]}

4.
{"formula": "C14H38O13S5", "method": "the ωB97M-V functional and the def2-TZVPD basis", "gap_ev": 9.25, "spin_multiplicity": 1, "total_charge": 0, "e_lumo_ev": 0.30, "energy_ev": -95924.9295, "elements": ["O", "S", "O", "O", "C", "C", "C", "H", "H", "H", "H", "H", "H", "H", "H", "O", "S", "O", "O", "C", "C", "C", "H", "H", "H", "H", "H", "H", "H", "H", "O", "S", "O", "O", "C", "C", "C", "H", "H", "H", "H", "H", "H", "H", "H", "O", "S", "O", "O", "C", "C", "C", "H", "H", "H", "H", "H", "H", "H", "H", "C", "S", "O", "C", "H", "H", "H", "H", "H", "H"], "xyz": [[-4.7004, 5.3920, 2.9876], [-5.1840, 4.0828, 2.7236], [-5.1003, 3.5537, 1.4056], [-4.4366, 3.1096, 3.7272], [-4.3051, 1.7324, 3.3406], [-3.3663, 1.0222, 4.2889], [-6.8064, 3.9697, 3.3698], [-3.9432, 1.6311, 2.3214], [-5.2821, 1.2410, 3.3860], [-3.8003, 0.5146, 5.1516], [-2.6369, 1.6855, 4.7602], [-2.8047, 0.2592, 3.7476], [-7.5525, 4.3626, 2.6849], [-6.7873, 4.5060, 4.3132], [-7.0365, 2.9149, 3.5169], [2.0342, -0.6693, -2.5088], [0.9030, -0.3480, -3.3212], [0.1306, 0.8272, -3.1249], [1.3953, -0.2881, -4.8295], [2.0488, -1.4274, -5.3667], [2.7565, -1.0507, -6.6491], [-0.2203, -1.7116, -3.3524], [1.3670, -2.2617, -5.5597], [2.7964, -1.8496, -4.6864], [3.5356, -0.3080, -6.4881], [2.0343, -0.6098, -7.3421], [3.1615, -1.9234, -7.1586], [-0.9093, -1.4280, -4.1476], [-0.7726, -1.7649, -2.4166], [0.2871, -2.6545, -3.5283], [3.7889, 4.1476, 4.3092], [3.2303, 3.3453, 3.2703], [2.7251, 2.0412, 3.5647], [2.1108, 4.2063, 2.5673], [0.7365, 3.8891, 2.9481], [-0.1349, 4.6625, 2.0068], [4.4004, 3.2764, 1.9347], [0.6294, 4.2037, 3.9901], [0.5838, 2.8113, 2.9855], [-1.1868, 4.4651, 2.2299], [-0.0070, 4.3986, 0.9553], [0.0288, 5.7372, 2.0662], [5.1980, 3.9623, 2.2111], [3.9171, 3.5817, 1.0140], [4.8380, 2.2832, 1.8809], [-0.6510, -2.6627, 2.3686], [0.2274, -2.4974, 1.2591], [0.4592, -3.5264, 0.3131], [-0.2781, -1.2761, 0.3904], [-0.5935, -0.0110, 1.0299], [0.4476, 0.9972, 0.6238], [1.7864, -1.9075, 1.8425], [-0.6461, -0.1398, 2.1143], [-1.6116, 0.2323, 0.7280], [0.7947, 0.7746, -0.3824], [1.3376, 0.9029, 1.2507], [0.0900, 2.0228, 0.6903], [1.6241, -1.0676, 2.5165], [2.3678, -1.6010, 0.9773], [2.2482, -2.7064, 2.4179], [1.5684, -7.1861, -5.0171], [0.4592, -6.6532, -3.7029], [-0.0164, -7.9090, -3.0880], [1.6582, -5.8939, -2.6078], [0.9298, -7.4196, -5.8668], [2.0395, -8.1179, -4.7043], [2.3071, -6.4229, -5.2547], [2.3361, -6.6871, -2.2648], [1.1556, -5.5880, -1.6928], [2.2956, -5.1774, -3.1202]]}

5.
{"formula": "C13H8Br12N2O3S", "method": "the ωB97M-V functional and the def2-TZVPD basis", "gap_ev": 8.17, "spin_multiplicity": 1, "total_charge": 0, "e_lumo_ev": -1.81, "energy_ev": -874068.4532, "elements": ["N", "C", "O", "C", "C", "C", "C", "C", "C", "S", "C", "O", "N", "C", "O", "H", "H", "H", "H", "C", "Br", "Br", "Br", "H", "C", "Br", "Br", "Br", "H", "C", "Br", "Br", "Br", "H", "C", "Br", "Br", "Br", "H"], "xyz": [[1.4507, 3.8403, -4.2002], [0.2770, 3.6938, -3.9118], [-1.0587, 3.2399, -3.5963], [-0.8616, 2.3721, -2.4204], [-1.2337, 2.8721, -0.9687], [-0.9489, 1.9093, 0.2545], [-0.3296, 0.5261, -0.0909], [0.0286, 0.0181, -1.5279], [-0.2470, 0.9594, -2.7374], [0.1683, 0.3540, -4.4288], [0.6726, -1.4492, -1.4596], [0.8344, -2.2541, -2.4039], [1.0426, -1.5416, -0.0191], [0.0816, -0.7283, 0.8107], [-0.2561, -1.0811, 1.9806], [-1.6889, 3.9172, -0.8342], [-1.1770, 2.1848, 1.3372], [-0.9604, -0.1519, -5.0712], [1.8936, -0.9287, -0.0292], [2.5973, 0.5722, 4.2862], [4.0118, -0.4361, 3.4220], [3.2805, 1.7008, 5.7092], [1.5462, 1.5825, 3.0056], [1.9252, -0.1531, 4.7489], [1.1688, -5.9538, -2.4769], [2.8766, -6.6658, -1.8929], [1.2507, -5.2843, -4.2952], [-0.2660, -7.2398, -2.2457], [0.9415, -5.1032, -1.8346], [1.6287, -1.7911, 7.8449], [3.0420, -2.7976, 6.9773], [2.3136, -0.6609, 9.2651], [0.5748, -0.7821, 6.5657], [0.9594, -2.5151, 8.3083], [-5.1342, 3.6505, -3.5419], [-3.4348, 2.9288, -2.9396], [-5.0268, 4.3279, -5.3570], [-6.5769, 2.3694, -3.3340], [-5.3661, 4.4986, -2.8985]]}

6.
{"formula": "C5H24N2O7", "method": "the ωB97M-V functional and the def2-TZVPD basis", "gap_ev": 9.71, "spin_multiplicity": 1, "total_charge": 0, "e_lumo_ev": 0.40, "energy_ev": -22887.5937, "elements": ["C", "C", "C", "C", "O", "N", "C", "N", "H", "H", "H", "H", "H", "H", "H", "H", "H", "H", "H", "H", "O", "H", "H", "O", "H", "H", "O", "H", "H", "O", "H", "H", "O", "H", "H", "O", "H", "H"], "xyz": [[-0.8022, 2.3887, -2.5771], [0.2559, 1.7046, -1.7313], [0.2635, 0.1790, -2.0112], [0.9147, -0.6363, -0.9539], [0.3303, -1.3653, -0.1661], [2.3266, -0.6643, -0.9049], [2.9795, -1.3450, 0.2226], [2.7768, -0.6401, 1.4619], [-0.8295, 3.4753, -2.4700], [-0.5588, 2.2458, -3.6577], [-1.8149, 1.9788, -2.5023], [0.0283, 1.7851, -0.6702], [1.2284, 2.1799, -1.9301], [0.7572, -0.0818, -2.9560], [-0.8245, -0.0218, -2.0310], [2.7024, 0.2099, -1.2494], [2.5075, -2.3200, 0.2317], [4.0506, -1.3228, -0.0213], [2.9966, 0.3403, 1.3939], [1.8947, -0.7955, 1.9249], [-3.0432, 3.2897, 0.9696], [-2.7702, 2.6268, 1.6460], [-3.3269, 2.6440, 0.3072], [-0.2487, 2.6626, 1.5726], [-0.9967, 2.1621, 1.9326], [-0.6311, 3.3806, 1.0593], [-0.8046, -3.3601, 1.0203], [-1.3004, -3.0528, 0.2516], [0.1134, -3.1284, 0.7422], [-2.5174, 1.0243, 2.4635], [-3.3223, 1.3985, 2.8277], [-2.5219, 0.0601, 2.3229], [-2.4487, -1.7789, 2.5286], [-2.9367, -2.0848, 3.2879], [-1.7695, -2.3189, 2.0902], [2.5584, -3.9293, -1.3428], [3.1416, -3.2135, -1.6023], [1.6418, -3.6762, -1.4795]]}